(1)
C14H24N2O3 | the ωB97M-V functional and the def2-TZVPD basis

Structure (XYZ):
```
43
Properties=species:S:1:pos:R:3:forces:R:3:mulliken_charge:R:1
C -0.2054 -2.6289 1.3731 3.3799 3.1003 -3.3965 -0.36
H -2.1993 2.6873 1.5813 0.6849 -1.3993 -1.0078 0.27
H 3.6284 -0.4730 1.7764 -1.3161 1.2058 -0.0669 0.39
H 2.2116 -1.7593 -0.8656 -1.3066 1.1482 0.9001 0.50
H -4.0815 2.2572 -0.2260 1.0311 -1.2435 0.6694 0.34
H 1.2638 -4.1546 -0.3223 0.5372 -0.5357 0.7520 0.33
H -1.7776 2.7579 -1.3772 1.1190 -0.0547 1.6874 0.34
H 2.2928 3.5429 0.8574 0.0299 -1.2999 0.1302 0.32
C 3.1360 1.7973 1.7318 -2.0570 0.1727 -1.1530 -0.05
H 0.6485 1.2678 1.4330 -0.1248 0.7097 -2.0132 0.32
C 1.4129 -1.0382 -0.4459 -1.4224 -1.1428 2.0607 -0.36
C -1.9724 1.9338 0.7352 -1.3680 0.7038 -0.0521 -0.40
C 0.2776 2.0826 -0.7913 -0.1217 0.8357 -0.3322 -0.65
C -3.4427 1.4167 0.2211 1.5379 -1.0585 0.5775 -0.79
H 4.0420 2.2725 2.2649 -1.7207 -0.7060 -1.0146 0.37
C -3.1753 0.1678 -0.7769 -1.2226 -0.5945 -0.1489 -0.04
N 2.2473 2.5091 0.9970 2.0075 -1.6196 1.9920 0.00
C 2.7084 0.2130 1.6873 1.1919 0.8740 -0.9900 -0.73
H 2.9320 0.2111 -1.7325 0.6277 0.2920 1.1084 0.37
C -3.5226 -1.2433 -0.0210 0.4328 -0.1898 -0.0942 -1.06
H -0.9451 3.8483 -0.1370 -0.5635 -1.9310 -0.1039 0.35
C 1.1672 1.5905 0.4521 0.2088 -1.5307 -0.6774 -0.04
H -3.0875 -2.1575 -0.5971 -0.6573 1.7150 1.0112 0.32
H 0.0635 1.2394 -1.5627 0.6950 1.1351 1.7351 0.33
C 0.5925 -1.8537 0.6967 -3.7505 -3.2314 1.5737 -0.77
C -1.1473 2.7331 -0.3975 0.1585 0.0228 -0.5899 -0.68
H -2.1037 0.1251 -1.2027 -1.5892 0.1912 0.8614 -0.02
H -3.8792 0.2587 -1.6927 1.1915 -0.2273 1.4349 0.31
H 1.9480 -0.1190 2.5043 1.1140 0.8938 -1.5338 0.37
H 0.8626 2.8933 -1.3927 -0.7896 -1.4830 1.0773 0.36
H -3.0928 -1.2570 1.0609 -0.5541 0.0866 -1.9040 0.20
H -0.9261 -3.4344 1.7850 1.7993 1.9951 -0.7701 0.36
C 2.1036 0.2799 0.1708 0.0904 -1.1215 -0.1457 0.42
O 1.6738 -4.8744 -0.8409 0.5301 0.2177 1.4689 -0.57
C 0.9800 -4.5343 -1.9582 -0.4885 -0.5931 -2.5195 0.69
O 1.1687 -5.2125 -2.9826 -0.1839 0.6020 0.7094 -0.74
O 0.2302 -3.5389 -1.7450 -0.3002 0.5844 -0.4552 -0.70
H -1.4457 0.9818 1.1293 -0.6806 1.6957 -0.5860 0.16
H 4.0028 -0.1376 -0.4661 -0.6402 0.4695 -0.6999 0.34
H -4.6525 -1.4207 0.0812 1.5955 0.5169 -0.2473 0.33
H -3.9399 0.9614 1.1724 0.5477 1.0721 -1.7365 0.35
H 0.7057 -0.8115 -1.3422 1.1120 -0.4133 1.7471 0.26
N 3.2561 0.5071 -0.7841 -0.7650 0.1357 0.7417 -0.73
```
Positions in Å, forces in eV/Å.

The calculation puts the gap between HOMO and LUMO at 3.90 eV.


(2)
C4H13NOS | the ωB97M-V functional and the def2-TZVPD basis

Structure (XYZ):
```
20
Properties=species:S:1:pos:R:3:forces:R:3:mulliken_charge:R:1
C 0.3007 0.6327 -1.4818 1.5141 0.0821 1.2366 -0.46
H -0.0421 -0.0836 -2.2530 0.2565 0.5884 0.1192 0.21
H 1.2097 0.1831 0.6367 -0.0130 0.4226 -0.7852 0.29
H -0.2362 3.3048 -2.5027 0.1896 -0.1946 -0.0698 0.11
C 0.2888 -2.3294 0.5573 -0.8959 -0.4866 0.0578 -0.93
C 1.3549 1.5770 -2.0164 0.2526 -0.1886 -0.5990 -0.69
H 1.0361 -2.7601 -0.1302 -0.0564 -0.1340 0.2765 0.35
H -0.5712 1.2435 -1.1782 0.3688 -0.6515 0.3169 0.37
H -0.5185 -3.0662 0.7058 0.3661 0.1913 0.0778 0.33
H 0.7738 -2.1383 1.5294 -0.2241 0.0354 -0.3767 0.27
C 0.9101 -0.2648 -0.3303 -2.4638 0.3353 -0.6379 -0.49
H -0.7357 -1.3433 -0.8954 0.2641 0.0949 0.5800 0.29
N -0.2704 -1.0930 -0.0136 1.0725 -1.2164 0.4650 -0.41
H 2.1275 0.9783 -2.5362 -0.2019 0.4620 0.1881 0.33
H -4.0349 0.3176 5.3009 1.0313 0.2908 0.0103 0.32
H -2.7141 0.3495 4.4769 -0.4446 0.2516 0.9174 0.33
H 1.7412 -0.9101 -0.6742 -0.1072 0.5016 -0.2492 0.31
S 0.6089 2.6131 -3.2963 0.1094 0.5361 -0.2823 -0.23
O -3.0932 0.5985 5.3502 -0.5817 -0.5444 -0.9383 -0.65
H 1.8646 2.1907 -1.2489 -0.4366 -0.3761 -0.3072 0.34
```
Positions in Å, forces in eV/Å.

The calculation puts the gap between HOMO and LUMO at 9.81 eV. The SMILES is CNCCCS.O.